(1)
Molecular formula: C38H68Cl8N8O8Pd2
Method: DFT, wB97M-V/def2-TZVPD

Geometry (Å):
Pd -2.437 0.692 -0.546
Pd 5.680 -1.077 0.208
Cl 2.195 4.530 -1.373
Cl -2.381 0.135 -5.356
Cl -0.429 1.051 5.431
Cl 2.118 2.823 4.299
Cl 2.790 1.495 -5.371
Cl -0.438 5.199 -3.666
Cl -0.355 -2.393 -5.755
Cl 5.985 2.551 -4.200
O 5.391 1.069 0.262
O -3.058 2.170 -2.065
O 3.574 -1.095 1.293
O 3.913 -0.487 -1.596
O -2.584 -1.048 -1.874
O -0.533 0.865 -1.613
O -0.975 -0.599 0.737
O 4.918 -3.684 3.817
N -3.639 -3.118 -1.936
N 5.140 3.344 0.740
N -4.099 2.601 -4.029
N 1.931 -4.221 -2.195
N 3.150 -2.826 5.002
N 1.443 -3.963 -0.072
N -5.506 0.918 5.223
N -4.287 -0.383 3.735
C -5.033 1.743 4.202
C 4.459 3.438 -4.398
C 2.650 -4.607 -3.408
C 0.438 0.292 -1.072
C 5.589 4.708 0.453
C -4.171 0.974 3.352
C 2.773 -0.410 -0.966
C 0.491 4.451 -1.089
C -5.124 0.964 7.659
C -5.023 1.525 -3.873
C 3.273 -3.328 -3.975
C -4.198 3.478 -5.215
C 0.192 -0.707 -5.738
C 4.009 3.303 1.726
C 0.360 -3.497 -0.839
C -6.127 1.338 6.475
C -0.545 1.787 3.840
C 0.924 1.900 3.293
C 2.371 -4.452 -0.906
C 0.202 -0.438 0.355
C -0.680 0.133 -4.791
C -4.324 -4.068 -2.690
C 2.586 -0.789 0.472
C 4.256 -2.760 4.313
C 1.725 0.146 -1.711
C -3.107 -1.994 -2.450
C 2.387 -1.652 5.239
C 2.473 -4.104 5.256
C -3.616 -1.585 3.122
C 1.348 -0.812 1.055
C -3.530 -3.461 -0.546
C 5.676 2.262 0.142
C 1.450 -4.163 1.356
C 3.284 2.483 -3.982
C 0.628 -3.756 -2.108
C -3.184 2.875 -3.060
C -5.029 -0.383 4.908
C -0.185 5.532 -1.936
H 3.817 2.240 1.874
H -6.478 2.370 6.445
H -5.009 -1.202 5.612
H -0.650 -0.320 -3.800
H 1.217 -1.112 2.084
H 1.535 -5.233 1.547
H 3.120 3.819 1.364
H -2.579 -1.447 2.815
H -3.622 -4.882 -2.870
H 0.643 -3.584 1.806
H -1.164 5.728 -1.498
H -5.067 1.186 -2.838
H 6.301 4.703 -0.372
H 1.316 0.884 3.256
H 4.435 3.620 -5.472
H -4.743 -0.056 7.701
H 0.142 -3.586 -3.057
H -4.358 -1.829 2.362
H -3.444 4.261 -5.290
H 0.444 6.414 -1.818
H -5.224 2.804 4.272
H 1.864 0.433 -2.743
H -3.571 -2.492 3.724
H -4.779 0.691 -4.531
H -5.157 -4.499 -2.134
H 1.824 -4.297 6.110
H 4.561 -1.709 4.191
H -7.026 0.724 6.521
H -0.847 2.816 4.035
H 2.420 3.100 -3.738
H 0.405 4.581 -0.010
H -2.795 -4.238 -0.336
H 3.999 -2.846 -3.319
H -0.578 -3.174 -0.412
H -1.188 1.191 3.193
H 1.279 -0.720 -5.649
H 0.900 2.297 2.278
H -4.233 1.592 7.654
H 4.726 5.329 0.212
H 6.370 2.553 -0.661
H 2.348 -3.800 1.856
H -4.157 2.884 -6.128
H 0.106 3.446 -1.260
H 1.973 -4.436 4.346
H -3.164 -2.590 -0.002
H 3.428 1.749 -3.188
H -5.225 3.838 -5.154
H -2.620 3.802 -3.247
H 3.313 -5.436 -3.163
H -0.272 1.132 -4.630
H 3.333 -4.895 -0.694
H 3.770 -3.475 -4.933
H -4.505 -3.835 -0.234
H -3.574 1.335 2.528
H 3.107 -4.978 5.401
H -4.677 -3.622 -3.620
H -6.069 1.703 -4.122
H 6.070 5.106 1.347
H 1.731 -1.913 6.070
H -5.559 1.163 8.639
H 2.912 -0.717 5.437
H 1.983 -5.055 -4.144
H -3.141 -2.055 -3.548
H 2.531 -2.560 -4.194
H 4.455 4.382 -3.852
H 1.728 -1.571 4.375
H -0.138 -0.252 -6.672
H 4.333 3.626 2.716

Force components x, y, z for each atom (eV/Å):
1.9 -0.7 -1.1
-0.7 0.0 0.4
1.6 -0.4 -0.3
0.6 0.2 0.1
-0.5 -0.6 0.6
-1.2 -0.3 -0.4
-0.1 -0.3 -0.4
0.4 -0.2 0.3
0.0 -0.5 0.2
0.4 0.1 0.4
-0.4 0.8 1.0
0.3 -0.5 1.9
-0.5 0.2 -2.6
-1.1 -0.4 1.0
0.3 0.4 0.7
-1.4 0.8 -0.3
-3.7 0.7 0.6
-1.2 0.9 0.7
1.3 2.3 1.7
-1.2 -0.1 0.7
1.8 1.6 0.9
-0.3 -1.7 2.7
-1.0 -1.9 2.1
0.1 -0.2 -1.3
2.7 -2.4 -3.6
-0.2 1.8 3.1
1.9 -2.1 -0.2
-0.5 -1.5 0.1
0.2 0.6 -0.6
0.4 -2.4 3.2
0.3 -0.5 0.0
-2.5 0.4 1.5
1.9 -0.2 0.0
-0.9 -0.3 -0.2
-0.5 1.2 -0.1
-0.8 -1.3 0.0
0.5 0.1 -0.5
-1.1 -0.9 0.1
-1.4 1.1 -0.7
1.5 -1.6 -0.4
-0.3 -0.7 1.9
0.4 -2.0 1.5
2.3 1.4 0.3
-0.6 -0.9 0.0
-1.1 1.4 -2.2
3.0 1.6 -3.4
1.2 -1.0 1.2
-0.2 -1.5 -1.7
3.7 -0.3 0.9
2.9 -0.6 -1.9
-1.2 0.0 1.1
-1.0 -1.8 -1.0
-1.6 -0.2 0.2
0.5 -1.6 -0.9
-1.3 0.1 -0.1
-2.7 0.6 -0.7
0.2 0.5 0.7
-0.1 0.8 -1.1
0.8 0.1 1.0
0.0 1.3 -0.4
1.7 0.4 -2.4
-1.9 -0.1 -2.3
0.3 2.4 -0.5
-0.3 0.1 1.4
-0.4 0.0 -0.1
0.6 0.0 -0.1
-0.5 -0.1 -0.2
-0.4 0.0 0.0
0.2 -0.2 0.1
-1.0 0.0 0.2
0.3 0.1 0.0
-0.3 0.8 -0.4
-0.3 -0.4 -0.5
-0.3 -0.7 -0.1
0.0 0.1 -0.2
0.4 0.0 -0.1
-0.1 0.1 0.0
0.1 0.1 -0.1
-0.5 0.2 0.2
-0.5 -0.2 -0.5
-0.4 0.2 0.3
0.8 -0.2 -0.7
-0.1 -0.1 0.5
-0.3 0.1 -0.4
0.1 -0.1 -0.3
0.1 0.0 -0.1
-0.4 0.5 0.9
0.3 -0.1 0.2
-0.1 0.3 -0.1
-0.3 1.5 0.1
0.2 0.0 -0.1
-0.1 0.1 0.4
-0.7 -0.2 -0.3
0.0 0.0 0.0
-0.5 0.7 -0.1
0.0 -0.3 -0.4
0.0 -0.3 0.2
0.3 0.2 0.2
0.2 0.2 -0.1
-0.3 0.4 0.4
0.2 0.2 0.1
0.0 0.2 -0.4
0.1 0.0 -0.1
0.3 0.1 0.3
0.3 0.5 -0.5
0.2 -0.2 0.1
0.1 0.0 -0.5
-0.6 0.3 -0.1
-0.4 0.1 0.2
0.8 0.6 0.1
0.2 0.7 -0.3
0.1 -0.4 0.2
0.4 0.4 0.1
-0.3 0.2 -0.6
-0.1 0.1 0.3
0.1 -0.4 0.1
0.1 0.3 0.5
-0.2 -0.3 0.0
1.1 0.6 -0.1
0.0 -0.3 0.0
0.1 1.0 -0.2
0.0 0.1 -0.1
0.0 0.6 0.2
-0.4 0.0 -0.2
0.3 -0.3 -0.1
-0.4 0.2 0.2
0.0 0.6 0.0
-0.4 -0.2 0.2
0.1 -0.2 0.1
-0.3 0.8 -0.2
0.8 -0.5 -0.6
0.0 0.5 -0.3

expectation value of S²: 8.792
maximum force: 5.13 eV/Å
orbital gap (spin up / spin down): 0.20387 / 0.17507 hartree
net charge: +3
E_LUMO (spin up / spin down): -0.268 / -0.351 Eh
spin multiplicity: 6
calculated total energy: -175918.93468 eV
HOMO (spin up / spin down): -0.4715 / -0.5265 Ha

(2)
Molecular formula: CH9N2
Method: DFT, wB97M-V/def2-TZVPD

Geometry (Å):
N 0.896 0.020 -0.233
N -1.064 0.299 1.517
C 0.234 -0.364 -1.507
H 0.148 0.315 0.482
H 1.514 0.836 -0.389
H -0.584 0.606 2.352
H 0.912 -0.848 -2.213
H -0.151 0.538 -1.983
H -1.803 0.963 1.273
H -0.552 -1.088 -1.300
H 1.508 -0.705 0.201
H -1.483 -0.592 1.713

Force components x, y, z for each atom (eV/Å):
0.5 0.6 -0.5
-0.5 0.7 0.0
0.0 -0.5 -0.4
0.1 -0.5 -0.2
0.1 0.1 0.0
-0.1 0.2 0.3
0.3 0.2 0.3
-0.1 -0.1 0.2
0.2 -0.1 0.3
-0.1 0.2 0.1
-0.2 -0.3 -0.1
-0.2 -0.5 0.1

expectation value of S²: 0.750
maximum force: 0.89 eV/Å
orbital gap (spin up / spin down): 0.15590 / 0.43768 hartree
E_LUMO (spin up / spin down): 0.044 / 0.028 Eh
spin multiplicity: 2
calculated total energy: -4160.14705 eV
HOMO (spin up / spin down): -0.1114 / -0.4099 Ha